1.
The following is a DFT calculation (ωB97M-V/def2-TZVPD) of 10 unconnected molecules or ions with the total composition C54H123N7O6 in a non-equilibrium geometry.

The gap between HOMO and LUMO comes out at 7.848 eV. The value obtained for the molar mass is 966.6 g/mol. The value obtained for the HOMO energy is -7.571 eV. Its LUMO energy is 0.276 eV.

Element x y z (Å)
1 C 5.28642 20.83996 20.62146
2 C 6.26274 19.67790 20.43252
3 N 5.60853 18.35808 20.56207
4 C 4.48777 18.19232 19.62093
5 C 4.81877 18.22455 18.11616
6 C 6.61500 17.32933 20.55637
7 C 5.93385 16.07354 21.06113
8 H 4.67091 20.92160 19.72558
9 H 5.93814 21.71341 20.60058
10 H 4.59249 20.77014 21.45913
11 H 6.82083 19.74007 19.49830
12 H 7.02056 19.84711 21.19748
13 H 4.15716 17.16831 19.79470
14 H 3.72741 18.93822 19.85241
15 H 5.64294 17.55751 17.86336
16 H 3.95265 17.85399 17.56787
17 H 4.96252 19.24735 17.76788
18 H 7.42866 17.56558 21.24211
19 H 7.04577 17.28302 19.55617
20 H 5.37008 15.58132 20.26867
21 H 5.33388 16.11511 21.97019
22 H 6.75668 15.36382 21.14685
23 C 5.40711 26.60694 17.00917
24 C 4.51230 25.84033 18.04440
25 N 5.10434 24.56700 18.53689
26 C 5.39375 23.55193 17.54586
27 C 4.09991 23.32147 16.60625
28 C 6.10068 24.81848 19.57492
29 C 5.63400 25.58783 20.80650
30 H 5.52602 25.92914 16.16386
31 H 6.40046 26.96070 17.28525
32 H 4.90886 27.50181 16.63627
33 H 4.16467 26.48856 18.84879
34 H 3.54395 25.67711 17.57136
35 H 6.28771 23.89023 17.02195
36 H 5.67200 22.61889 18.03588
37 H 3.24221 23.36469 17.27750
38 H 3.99163 24.16475 15.92415
39 H 4.21604 22.32936 16.16997
40 H 7.05531 25.20017 19.21286
41 H 6.38130 23.79601 19.82768
42 H 5.57816 26.64953 20.56610
43 H 6.44248 25.61400 21.53710
44 H 4.76205 25.14474 21.28760
45 C 12.36196 29.34257 15.45709
46 C 11.03664 29.87748 15.92016
47 N 9.97032 30.09522 14.97559
48 C 9.86977 28.95765 14.01851
49 C 8.95633 29.27778 12.84659
50 C 8.67282 30.56399 15.56658
51 C 7.90967 29.45913 16.35051
52 H 12.73926 29.78887 14.53700
53 H 12.51659 28.26359 15.45686
54 H 13.12313 29.50249 16.22073
55 H 10.67183 29.18415 16.67799
56 H 11.18543 30.86197 16.36372
57 H 10.85990 28.62707 13.70472
58 H 9.53731 28.07395 14.56315
59 H 7.91066 29.03760 13.03890
60 H 9.00186 30.32239 12.53867
61 H 9.15986 28.70392 11.94250
62 H 8.14604 30.96558 14.70094
63 H 8.68108 31.47232 16.16904
64 H 6.90200 29.82605 16.54565
65 H 8.29491 29.20701 17.33850
66 H 7.75147 28.51491 15.82941
67 C 12.92675 23.77503 22.70078
68 C 11.67964 24.13281 21.89240
69 N 10.65424 24.94037 22.50092
70 C 9.55564 25.33883 21.57927
71 C 10.12980 26.02863 20.28954
72 C 10.06699 24.24323 23.65639
73 C 8.99095 25.07193 24.34155
74 H 13.35939 24.70893 23.05960
75 H 13.63926 23.29939 22.02684
76 H 12.70487 23.10581 23.53206
77 H 12.13499 24.70381 21.08325
78 H 11.24233 23.25192 21.42242
79 H 8.96263 26.15635 21.98927
80 H 8.93616 24.46573 21.37424
81 H 10.96049 26.69486 20.52234
82 H 9.40445 26.73756 19.89031
83 H 10.60354 25.38621 19.54727
84 H 9.50550 23.35499 23.36681
85 H 10.83966 23.94805 24.36629
86 H 8.79190 24.70120 25.34706
87 H 9.25969 26.12268 24.45021
88 H 8.04232 25.07660 23.80473
89 C -1.02634 29.10142 16.00791
90 C 0.03249 28.16678 16.68071
91 N 0.13881 28.49044 18.08591
92 C -1.04964 28.36920 18.90731
93 C -1.50002 26.94924 19.07501
94 C 1.34716 27.97362 18.69012
95 C 1.64688 28.23359 20.22734
96 H -2.06975 28.88305 16.23533
97 H -1.04106 28.82625 14.95331
98 H -0.78783 30.16438 16.04417
99 H -0.18083 27.10077 16.60176
100 H 0.97127 28.20121 16.12789
101 H -0.87030 28.91869 19.83143
102 H -1.86206 28.98441 18.52054
103 H -0.94922 26.34425 19.79522
104 H -2.53521 27.00393 19.41189
105 H -1.70168 26.41948 18.14399
106 H 2.15507 28.39289 18.09046
107 H 1.40295 26.88732 18.61978
108 H 0.93746 27.78109 20.92021
109 H 1.72322 29.26021 20.58556
110 H 2.62045 27.76551 20.37282
111 C 5.13645 22.39767 12.47294
112 C 6.15416 23.35456 11.82905
113 N 7.29624 23.72591 12.66673
114 C 8.06547 22.54559 13.09541
115 C 8.63436 21.63386 11.98689
116 C 6.95206 24.72355 13.71707
117 C 8.17663 25.55777 14.15890
118 H 5.49764 21.49335 12.96268
119 H 4.44634 21.99179 11.73326
120 H 4.49117 22.95007 13.15600
121 H 6.58759 22.98303 10.90050
122 H 5.48892 24.16132 11.52134
123 H 8.94828 22.97870 13.56569
124 H 7.55730 21.94923 13.85318
125 H 9.05009 22.27090 11.20622
126 H 9.34663 20.90088 12.36574
127 H 7.85708 21.06465 11.47704
128 H 6.54346 24.18077 14.56944
129 H 6.25138 25.42791 13.26872
130 H 9.02887 24.98271 14.52098
131 H 7.89327 26.31717 14.88767
132 H 8.38141 26.20397 13.30533
133 C 2.87456 25.80698 24.15243
134 C 1.79521 24.96660 24.82490
135 N 0.58079 24.85908 23.99342
136 C -0.39957 23.88343 24.43988
137 C 0.19183 22.45191 24.37659
138 C -0.09965 26.11554 23.80403
139 C -1.12936 26.08914 22.69471
140 H 2.62358 26.80985 23.80694
141 H 3.33210 25.15693 23.40665
142 H 3.65015 25.90951 24.91140
143 H 2.24326 23.99289 25.02300
144 H 1.52340 25.29487 25.82812
145 H -0.91491 23.96243 25.39710
146 H -1.24890 23.90978 23.75721
147 H 1.22213 22.56401 24.03895
148 H 0.14766 21.88538 25.30675
149 H -0.22940 21.94212 23.51012
150 H 0.62560 26.82398 23.40377
151 H -0.48587 26.56703 24.71786
152 H -2.14421 25.87210 23.02797
153 H -0.70646 25.51084 21.87324
154 H -1.35135 27.07539 22.28711
155 O 8.30263 28.87613 22.53732
156 C 7.39782 29.27597 21.81115
157 O 7.53326 29.11780 20.49040
158 C 6.49108 29.78026 19.79401
159 C 5.36236 29.94506 20.80454
160 C 6.15869 30.06326 22.16995
161 H 6.05162 29.28280 18.92943
162 H 6.85323 30.65165 19.24845
163 H 4.83304 28.99303 20.84392
164 H 4.65513 30.76806 20.70158
165 H 5.63331 29.64498 23.02850
166 H 6.36979 31.05504 22.56984
167 O 2.52026 20.45677 16.73972
168 C 1.32721 20.37757 17.10667
169 O 0.87379 19.35400 17.92202
170 C -0.48612 19.55245 18.24577
171 C -0.94219 20.73070 17.37801
172 C 0.27926 21.38946 16.79032
173 H -0.53532 19.86789 19.28797
174 H -1.09071 18.68656 17.97595
175 H -1.61048 21.40423 17.91454
176 H -1.55742 20.32863 16.57306
177 H 0.70852 22.24599 17.31012
178 H 0.09712 21.60195 15.73687
179 O 8.33495 22.48072 18.96180
180 C 8.89338 21.51225 18.38361
181 O 10.06950 21.06359 18.77071
182 C 10.37700 19.78324 18.15852
183 C 9.76551 19.83587 16.81463
184 C 8.44419 20.56856 17.17868
185 H 10.04090 18.93905 18.76058
186 H 11.44032 19.54793 18.11311
187 H 9.64465 18.86451 16.33510
188 H 10.53621 20.36932 16.25825
189 H 7.74579 19.81214 17.53669
190 H 7.87923 21.10948 16.41952

2.
The following is a DFT calculation (ωB97M-V/def2-TZVPD) of 10 unconnected molecules or ions with the total composition C54H124N4O10 in a non-equilibrium geometry.

Its energy relative to the best compared isomer or geometry (same formula, charge and spin) is 872.4 kJ/mol. The gap between HOMO and LUMO comes out at 8.144 eV. The value obtained for the molar mass is 989.6 g/mol. The value obtained for the HOMO energy is -8.095 eV. Its LUMO energy is 0.049 eV.

Element x y z (Å)
1 C 16.06007 -10.60689 -6.02693
2 C 14.75568 -10.39585 -6.90559
3 C 15.21724 -9.30178 -8.00345
4 C 14.30057 -9.26415 -9.23320
5 C 14.16946 -10.72728 -9.81506
6 C 13.58813 -11.69700 -8.80235
7 N 14.42802 -11.71386 -7.59327
8 O 14.13974 -12.71925 -6.68893
9 C 12.08730 -11.37233 -8.48833
10 C 13.62236 -13.02624 -9.58226
11 C 13.73454 -9.81710 -6.01449
12 H 16.71648 -9.79140 -5.72326
13 H 16.70507 -11.19716 -6.67782
14 H 15.94244 -11.25718 -5.16010
15 H 14.98059 -8.29777 -7.65125
16 H 16.30542 -9.29552 -8.06625
17 H 14.65336 -8.61729 -10.03646
18 H 13.38344 -8.88964 -8.77853
19 H 15.20148 -11.04077 -9.97242
20 H 13.67054 -10.66923 -10.78243
21 H 11.78470 -12.12222 -7.75744
22 H 11.96619 -10.36388 -8.09277
23 H 11.64046 -11.59274 -9.45779
24 H 13.03483 -13.05805 -10.49981
25 H 14.61651 -13.35160 -9.88866
26 H 13.25133 -13.75249 -8.85907
27 H 13.46083 -10.66779 -5.39037
28 H 12.78444 -9.43381 -6.38667
29 H 14.24325 -9.09700 -5.37358
30 H 14.98656 -13.16388 -6.60640
31 C 6.58142 -0.71787 -13.76720
32 C 7.84933 -0.55787 -12.96837
33 C 7.57457 -0.40751 -11.43921
34 C 7.33201 -1.67966 -10.64973
35 C 8.31628 -2.73392 -11.02942
36 C 8.61241 -3.00354 -12.57045
37 N 8.70444 -1.71772 -13.23083
38 O 8.96926 -1.96252 -14.59622
39 C 10.04312 -3.63041 -12.55977
40 C 7.56126 -4.00470 -13.12366
41 C 8.46976 0.70784 -13.42904
42 H 5.82126 0.04435 -13.59608
43 H 6.13530 -1.66383 -13.46022
44 H 6.80688 -0.68501 -14.83313
45 H 8.24859 0.25427 -10.89530
46 H 6.58970 0.02599 -11.26537
47 H 6.34722 -2.12065 -10.80397
48 H 7.35878 -1.40536 -9.59515
49 H 7.81766 -3.63653 -10.67620
50 H 9.16985 -2.53116 -10.38259
51 H 9.94091 -4.59039 -12.05370
52 H 10.29952 -3.88230 -13.58880
53 H 10.84237 -3.14331 -12.00118
54 H 7.56139 -4.93366 -12.55345
55 H 6.56775 -3.58537 -12.96487
56 H 7.63878 -4.04922 -14.20999
57 H 7.92325 1.58185 -13.07473
58 H 8.47265 0.63001 -14.51626
59 H 9.50615 0.76258 -13.09587
60 H 9.85524 -1.60782 -14.70028
61 C 20.40306 -2.76305 -9.40409
62 C 20.01792 -2.71873 -10.94451
63 C 19.07723 -3.90074 -11.29481
64 C 18.37033 -3.71412 -12.63354
65 C 17.52736 -2.39255 -12.62358
66 C 18.42342 -1.18257 -12.43386
67 N 19.36439 -1.45970 -11.24163
68 O 20.14335 -0.36356 -10.85832
69 C 19.14615 -1.08041 -13.80924
70 C 17.50758 0.04166 -12.24078
71 C 21.34422 -3.01865 -11.78751
72 H 20.73662 -1.76714 -9.11251
73 H 21.21614 -3.47677 -9.27142
74 H 19.57364 -2.94927 -8.72182
75 H 19.67368 -4.81290 -11.27693
76 H 18.40976 -4.03066 -10.44293
77 H 17.69772 -4.54404 -12.85019
78 H 19.11529 -3.89626 -13.40811
79 H 16.80016 -2.57095 -11.83147
80 H 16.89486 -2.41610 -13.51097
81 H 19.90955 -0.30310 -13.77594
82 H 19.66125 -1.99917 -14.08971
83 H 18.54613 -0.71322 -14.64185
84 H 17.25990 0.11427 -11.18178
85 H 18.09200 0.89835 -12.57638
86 H 16.53101 -0.11258 -12.69972
87 H 21.86818 -3.81903 -11.26505
88 H 21.92690 -2.10159 -11.70055
89 H 21.13017 -3.41644 -12.77950
90 H 20.64986 -0.12482 -11.63811
91 C 28.24021 1.93507 -11.09690
92 C 28.72784 0.47016 -10.99826
93 C 28.33481 -0.41584 -12.27721
94 C 29.30241 -0.20306 -13.43690
95 C 30.75282 -0.39768 -12.97241
96 C 31.22629 0.42602 -11.73989
97 N 30.19544 0.40226 -10.71360
98 O 30.54199 1.21941 -9.74683
99 C 32.45815 -0.33596 -11.27778
100 C 31.58678 1.87385 -12.27591
101 C 28.06635 -0.07399 -9.62661
102 H 28.05209 2.25490 -12.12180
103 H 28.89415 2.77723 -10.87062
104 H 27.44691 2.10658 -10.36934
105 H 28.46033 -1.46669 -12.01632
106 H 27.30409 -0.29151 -12.60928
107 H 29.13065 0.83032 -13.73810
108 H 29.00454 -0.90892 -14.21224
109 H 31.36698 -0.13270 -13.83303
110 H 30.83792 -1.46935 -12.79241
111 H 32.92862 0.31486 -10.54076
112 H 32.08935 -1.20914 -10.73959
113 H 33.18866 -0.55123 -12.05760
114 H 32.23435 1.80959 -13.15034
115 H 30.66801 2.39216 -12.55036
116 H 32.17818 2.48123 -11.59075
117 H 28.43904 0.44885 -8.74580
118 H 28.11060 -1.16154 -9.56832
119 H 27.01604 0.21746 -9.62546
120 H 30.84018 0.60191 -9.07498
121 C 20.66229 6.45909 -9.14268
122 C 19.79790 5.81459 -10.27339
123 C 18.75339 6.54222 -10.92737
124 O 20.77008 5.41718 -11.33702
125 H 19.98811 7.01949 -8.49494
126 H 21.48733 7.13217 -9.37584
127 H 20.96405 5.63731 -8.49328
128 H 19.46208 4.83559 -9.93152
129 H 17.99190 6.73933 -10.17280
130 H 18.32075 5.96736 -11.74619
131 H 18.99638 7.53167 -11.31469
132 H 21.47724 4.92628 -10.91213
133 C 24.40315 2.58722 -17.58396
134 C 23.75968 3.90042 -16.96239
135 C 22.26917 4.02584 -17.37889
136 O 23.67296 3.74411 -15.62717
137 H 25.46040 2.59804 -17.31903
138 H 24.26343 2.62162 -18.66443
139 H 23.96708 1.69671 -17.13125
140 H 24.33464 4.79819 -17.18942
141 H 21.79405 3.04518 -17.40460
142 H 22.21148 4.41188 -18.39660
143 H 21.70387 4.60837 -16.65142
144 H 22.89669 4.09484 -15.18445
145 C 15.57714 4.93524 -18.41329
146 C 14.25122 5.39068 -17.99335
147 C 13.76162 4.68090 -16.69819
148 O 14.47452 6.71881 -17.45242
149 H 16.28851 5.02269 -17.59207
150 H 15.93336 5.55830 -19.23365
151 H 15.63919 3.86627 -18.61717
152 H 13.56594 5.39134 -18.84100
153 H 13.48779 3.62929 -16.78315
154 H 12.85933 5.07239 -16.22841
155 H 14.58327 4.75515 -15.98583
156 H 14.81373 7.19666 -18.21281
157 C 20.79695 1.17991 -3.12777
158 C 22.36189 0.91424 -3.25642
159 C 23.02287 1.41898 -4.53716
160 O 22.92047 1.52741 -2.07900
161 H 20.24912 0.27872 -3.40314
162 H 20.37160 2.03267 -3.65689
163 H 20.59449 1.29205 -2.06263
164 H 22.57585 -0.15250 -3.19022
165 H 22.48994 1.14089 -5.44642
166 H 23.89254 0.76302 -4.57576
167 H 23.49277 2.40169 -4.57663
168 H 23.85122 1.37390 -1.90084
169 C 13.74507 -2.21045 -7.07566
170 C 14.52553 -0.96931 -7.58850
171 C 14.20643 0.21111 -6.62848
172 O 15.85820 -1.25996 -7.49856
173 H 12.83606 -1.80334 -6.63287
174 H 14.23570 -2.65904 -6.21185
175 H 13.45106 -2.90777 -7.86013
176 H 14.31978 -0.80013 -8.64545
177 H 14.34089 1.20937 -7.04502
178 H 14.82298 0.12034 -5.73421
179 H 13.19736 0.35972 -6.24404
180 H 16.33925 -1.18865 -8.32627
181 C 20.15784 -0.67826 -23.55612
182 C 20.59909 -1.54069 -22.36522
183 C 20.46402 -0.92230 -20.93401
184 O 19.80657 -2.65155 -22.44362
185 H 19.12355 -0.35375 -23.44187
186 H 20.32188 -1.15366 -24.52317
187 H 20.72471 0.24655 -23.66325
188 H 21.62510 -1.70566 -22.69416
189 H 20.55422 -1.68531 -20.16085
190 H 19.52686 -0.43969 -20.65670
191 H 21.30699 -0.26481 -20.72143
192 H 19.99456 -3.02117 -21.57781